(1)
C3H4N2OS | the ωB97M-V functional and the def2-TZVPD basis

Cartesian coordinates (Å):
1 O 1.313 -1.051 -1.851
2 C 1.469 -0.338 -0.856
3 N 0.490 0.267 -0.160
4 C -0.919 -0.612 -0.460
5 S -1.981 -0.005 0.906
6 C -0.641 1.038 1.556
7 N 0.432 1.077 0.869
8 H 2.546 -0.123 -0.560
9 H -1.240 -0.244 -1.429
10 H -0.481 -1.591 -0.433
11 H -0.989 1.582 2.418

Its charge is 0. The value obtained for the lowest unoccupied orbital energy is 0.559 eV. The value obtained for the energy relative to the best compared isomer or geometry (same formula, charge and spin) is 56.9 kcal/mol. As for the SMILES: O=CN1CSC=N1. The calculation puts the maximum force at 5.56 eV/Å. For the HOMO-LUMO gap, the calculation gives 9.435 eV.

Which charges does Mulliken predict for the atoms? In e, they are: O -0.548; C 0.095; N 0.548; C -0.462; S -0.146; C -0.003; N -0.931; H 0.363; H 0.342; H 0.376; H 0.366

***

(2)
C3H6FN3 | the ωB97M-V functional and the def2-TZVPD basis

Cartesian coordinates (Å):
1 H 3.099 0.279 0.517
2 N 2.878 -0.739 0.390
3 C 1.594 -0.762 -0.143
4 N 0.575 0.308 -0.328
5 N 0.854 1.603 0.029
6 C -0.542 -0.350 -0.346
7 C -1.865 0.134 -0.001
8 F -3.082 -0.514 0.277
9 H 1.194 -1.792 -0.705
10 H 0.466 1.659 1.046
11 H 0.192 2.248 -0.648
12 H -0.276 -1.402 -0.419
13 H -2.205 1.295 0.021

Its charge is 0. The value obtained for the lowest unoccupied orbital energy is 0.556 eV. The value obtained for the energy relative to the best compared isomer or geometry (same formula, charge and spin) is 114.7 kcal/mol. As for the SMILES: [H]/N=C\N(N)/C=C/F. The calculation puts the maximum force at 9.65 eV/Å. For the HOMO-LUMO gap, the calculation gives 8.881 eV.

Which charges does Mulliken predict for the atoms? In e, they are: H 0.278; N -0.590; C 0.122; N 0.219; N -0.763; C 0.196; C -0.366; F -0.250; H 0.236; H 0.279; H 0.321; H 0.139; H 0.180

***

(3)
C14H8NO6RuS | the ωB97M-V functional and the def2-TZVPD basis

Cartesian coordinates (Å):
1 Ru 0.137 0.297 0.588
2 O -1.365 4.008 -0.334
3 C -1.109 2.783 0.134
4 O -0.232 2.061 -0.475
5 C -1.790 2.300 1.260
6 C -2.739 2.946 2.085
7 C -3.210 2.293 3.192
8 C -2.756 0.989 3.524
9 C -1.835 0.407 2.696
10 N -1.388 1.023 1.599
11 C -1.151 -0.950 2.865
12 O -1.489 -1.726 3.721
13 O -0.208 -1.129 1.974
14 H -0.790 4.155 -1.096
15 H -3.056 3.946 1.824
16 H -3.930 2.780 3.836
17 H -3.105 0.463 4.399
18 O 2.569 -1.729 0.876
19 C 2.297 -1.039 -0.074
20 O 2.024 0.251 -0.060
21 C 2.234 -1.609 -1.478
22 C 3.388 -2.026 -2.110
23 C 3.330 -2.519 -3.410
24 C 2.109 -2.626 -4.069
25 C 0.946 -2.241 -3.438
26 C 0.994 -1.705 -2.139
27 S -0.499 -1.246 -1.399
28 H 4.332 -1.965 -1.585
29 H 4.241 -2.831 -3.903
30 H 2.066 -3.021 -5.075
31 H -0.015 -2.340 -3.926

Its charge is 0. The value obtained for the lowest unoccupied orbital energy (alpha / beta) is -0.032 / -3.073 eV. The spin multiplicity is 6. The value obtained for the energy relative to the best compared isomer or geometry (same formula, charge and spin) is 0.0 kcal/mol. The calculation puts the maximum force at 0.95 eV/Å. For the HOMO-LUMO gap (alpha / beta), the calculation gives 6.654 / 6.282 eV. Its expectation value of S² is 8.7943.

Which charges does Mulliken predict for the atoms? In e, they are: Ru 0.811; O -0.481; C 0.783; O -0.702; C 0.079; C -0.676; C -0.175; C -0.574; C 0.445; N -0.373; C 0.413; O -0.615; O -0.574; H 0.368; H 0.480; H 0.425; H 0.505; O -0.532; C 0.613; O -0.777; C 0.321; C -0.501; C -0.486; C -0.556; C -0.440; C 0.686; S -0.092; H 0.445; H 0.387; H 0.375; H 0.418

***

(4)
C25H21BrN2O4 | the ωB97M-V functional and the def2-TZVPD basis

Cartesian coordinates (Å):
1 O -0.235 2.666 -0.088
2 C 0.791 3.250 0.128
3 C 2.059 2.598 0.666
4 N 1.810 1.227 1.008
5 C 2.183 0.233 0.187
6 O 2.939 0.387 -0.757
7 C 1.653 -1.140 0.503
8 C 2.391 -2.186 0.092
9 C 2.072 -3.601 0.201
10 C 2.527 -4.468 -0.798
11 C 2.230 -5.815 -0.755
12 C 1.491 -6.333 0.298
13 C 1.063 -5.493 1.312
14 C 1.348 -4.140 1.267
15 N 0.349 -1.348 0.993
16 C -0.364 -0.769 1.990
17 O 0.038 0.130 2.713
18 C -1.717 -1.364 2.183
19 C -2.253 -1.354 3.469
20 C -3.504 -1.883 3.716
21 C -4.230 -2.409 2.660
22 Br -5.955 -3.142 2.985
23 C -3.728 -2.404 1.369
24 C -2.470 -1.884 1.132
25 O 0.977 4.558 -0.059
26 C -0.128 5.280 -0.613
27 C -0.363 4.934 -2.060
28 C -1.650 4.757 -2.546
29 C -1.854 4.441 -3.878
30 C -0.774 4.289 -4.730
31 C 0.513 4.457 -4.248
32 C 0.718 4.782 -2.919
33 H 2.421 3.162 1.529
34 H 2.820 2.619 -0.122
35 H 1.160 1.033 1.771
36 H 3.311 -1.941 -0.421
37 H 3.104 -4.065 -1.617
38 H 2.581 -6.468 -1.540
39 H 1.261 -7.387 0.334
40 H 0.508 -5.894 2.148
41 H 1.049 -3.511 2.093
42 H -0.057 -2.198 0.616
43 H -1.670 -0.926 4.270
44 H -3.915 -1.883 4.714
45 H -4.318 -2.799 0.556
46 H -2.099 -1.853 0.118
47 H -1.026 5.070 -0.024
48 H 0.149 6.332 -0.502
49 H -2.493 4.863 -1.880
50 H -2.859 4.305 -4.249
51 H -0.934 4.035 -5.768
52 H 1.360 4.335 -4.907
53 H 1.721 4.913 -2.539

Its charge is 0. The value obtained for the lowest unoccupied orbital energy is -0.045 eV. The value obtained for the energy relative to the best compared isomer or geometry (same formula, charge and spin) is 0.0 kcal/mol. As for the SMILES: O=C(CNC(=O)/C(=C/c1ccccc1)NC(=O)c1ccc(Br)cc1)OCc1ccccc1. The calculation puts the maximum force at 0.79 eV/Å. For the HOMO-LUMO gap, the calculation gives 8.509 eV.

Which charges does Mulliken predict for the atoms? In e, they are: O -0.569; C 0.828; C -1.063; N -0.050; C 0.397; O -0.704; C 0.154; C -0.684; C 0.568; C -0.584; C -0.527; C -0.410; C -0.629; C -0.210; N -0.113; C 0.479; O -0.814; C 0.373; C -0.407; C -0.550; C 0.099; Br -0.186; C -0.686; C -0.366; O -0.321; C -0.845; C 0.758; C -0.497; C -0.544; C -0.406; C -0.582; C -0.224; H 0.320; H 0.382; H 0.329; H 0.520; H 0.415; H 0.381; H 0.388; H 0.403; H 0.477; H 0.313; H 0.436; H 0.434; H 0.439; H 0.523; H 0.389; H 0.317; H 0.321; H 0.372; H 0.374; H 0.381; H 0.401

***

(5)
C6H5AlF9O2 | the ωB97M-V functional and the def2-TZVPD basis

Cartesian coordinates (Å):
1 F 0.006 -1.606 1.775
2 C -0.013 -2.408 0.716
3 F -0.100 -3.690 1.154
4 F 1.117 -2.286 -0.002
5 C -1.246 -2.151 -0.182
6 F -2.350 -2.205 0.583
7 F -1.287 -3.196 -1.051
8 C -1.259 -0.863 -1.058
9 F -2.558 -0.733 -1.436
10 F -0.541 -1.082 -2.176
11 C -0.810 0.450 -0.380
12 F -1.398 0.503 0.830
13 F -1.382 1.423 -1.146
14 C 0.730 0.651 -0.320
15 C 1.186 1.992 -0.928
16 O 0.953 3.030 -0.028
17 Al 1.158 2.288 1.625
18 O 1.253 0.583 0.952
19 H 1.200 -0.097 -0.962
20 H 2.275 1.839 -1.003
21 H 0.846 2.169 -1.946
22 H -0.177 2.597 2.471
23 H 2.395 2.792 2.514

Its charge is -1. The value obtained for the lowest unoccupied orbital energy is 3.273 eV. The value obtained for the energy relative to the best compared isomer or geometry (same formula, charge and spin) is 2.9 kcal/mol. The calculation puts the maximum force at 0.89 eV/Å. For the HOMO-LUMO gap, the calculation gives 8.145 eV.

Which charges does Mulliken predict for the atoms? In e, they are: F -0.177; C 0.607; F -0.295; F -0.240; C 0.636; F -0.287; F -0.309; C 0.538; F -0.327; F -0.302; C 0.573; F -0.278; F -0.365; C 0.276; C -0.806; O -0.627; Al 0.773; O -0.875; H 0.558; H 0.356; H 0.367; H -0.306; H -0.491

***

(6)
CH3O2S2 | the ωB97M-V functional and the def2-TZVPD basis

Cartesian coordinates (Å):
1 C -0.776 0.495 -0.053
2 O 0.078 -1.640 -1.164
3 O 0.259 -1.786 1.329
4 S 2.999 1.783 0.047
5 S 0.460 -0.968 0.109
6 H -0.774 0.870 0.987
7 H -0.395 1.085 -0.855
8 H -1.850 0.161 -0.400

Its charge is -1. The value obtained for the lowest unoccupied orbital energy (alpha / beta) is 1.350 / 3.002 eV. The value obtained for the energy relative to the best compared isomer or geometry (same formula, charge and spin) is 86.9 kcal/mol. The calculation puts the maximum force at 2.74 eV/Å. For the HOMO-LUMO gap (alpha / beta), the calculation gives 4.710 / 6.719 eV.

Which charges does Mulliken predict for the atoms? In e, they are: C -0.763; O -0.548; O -0.553; S -0.693; S 0.726; H 0.262; H 0.283; H 0.286